Record 1
Entry from the OMol25 dataset: a molecular structure, C5H10O (ωB97M-V/def2-TZVPD).

- E_tot: -7389.63261 eV
- Highest occupied orbital energy: -0.2721 hartree
- Largest force on an atom: 1.30 eV/A
- LUMO: -0.24 eV
- Frontier orbital gap: 7.16 eV

```
! wB97M-V def2-TZVPD RIJCOSX def2/J DEFGRID3
* xyz 0 1
C -1.270 1.191 0.215
C -1.071 -0.270 -0.156
C 0.302 -0.983 1.128
C 0.652 -0.827 -0.223
C 1.661 0.215 -0.776
O 2.717 -0.571 -0.849
H -0.405 1.798 -0.074
H -1.450 1.324 1.288
H -2.144 1.579 -0.327
H -1.129 -0.407 -1.249
H -1.834 -0.933 0.266
H 0.047 -1.960 1.552
H 0.363 -0.144 1.821
H 0.631 -1.723 -0.845
H 1.239 0.646 -1.731
H 1.690 1.066 -0.038
*
```

---

Record 2
Entry from the OMol25 dataset: a molecular structure, C11H12BrNO3ReS2 (ωB97M-V/def2-TZVPD).

- E_tot: -113075.95855 eV
- Expectation value of S²: 0.766
- Highest occupied orbital energy (spin up / spin down): -0.2620 / -0.2535 hartree
- Largest force on an atom: 0.62 eV/A
- LUMO (spin up / spin down): -0.85 / -0.87 eV
- Frontier orbital gap (spin up / spin down): 6.28 / 6.02 eV

```
! wB97M-V def2-TZVPD RIJCOSX def2/J DEFGRID3
* xyz 0 2
Re 0.405 0.963 -0.463
C -4.245 -0.658 0.601
C -2.891 -0.504 -0.084
S -0.990 0.953 -2.111
C -1.835 -1.468 0.367
C -2.198 -2.833 0.880
S -0.246 -1.079 0.330
H -4.871 0.201 0.357
H -4.151 -0.699 1.686
H -4.777 -1.554 0.274
H -3.272 -2.941 1.013
H -1.711 -3.040 1.833
H -1.867 -3.602 0.180
Br 2.720 -1.535 -1.475
C 3.389 -0.073 -0.519
C 4.745 0.005 -0.233
C 5.224 1.127 0.412
C 4.346 2.152 0.734
C 3.017 2.001 0.414
N 2.530 0.893 -0.188
C 2.001 3.092 0.700
O 2.343 4.098 1.269
O 0.799 2.821 0.266
H 5.391 -0.809 -0.527
H 6.277 1.207 0.648
H 4.650 3.067 1.221
C -3.087 -0.555 -1.604
O -1.882 -0.461 -2.337
H -2.500 0.494 0.146
H -3.530 -1.509 -1.906
H -3.783 0.246 -1.883
*
```

---

Record 3
Entry from the OMol25 dataset: a single C4H9NO2 molecule (ωB97M-V/def2-TZVPD).

- E_tot: -9878.01183 eV
- Highest occupied orbital energy: -0.3328 hartree
- Largest force on an atom: 2.24 eV/A
- LUMO: 0.87 eV
- Frontier orbital gap: 9.93 eV

```
! wB97M-V def2-TZVPD RIJCOSX def2/J DEFGRID3
* xyz 0 1
N 1.340 -0.474 -0.918
C 0.285 0.146 -0.144
C 0.618 0.058 1.384
O 1.866 0.736 1.620
C -1.019 -0.557 -0.475
C -2.009 0.287 -1.216
O -1.918 1.478 -1.322
H 2.207 0.027 -0.782
H 1.554 -1.448 -0.888
H 0.283 1.221 -0.308
H -0.141 0.534 2.018
H 0.611 -0.996 1.679
H 1.543 1.652 1.697
H -1.463 -1.034 0.409
H -0.843 -1.395 -1.164
H -2.913 -0.236 -1.589
*
```

---

Record 4
Entry from the OMol25 dataset: 2 unconnected molecules or ions with the total composition C4H11S2 (ωB97M-V/def2-TZVPD).

- E_tot: -25996.83020 eV
- Highest occupied orbital energy: -0.0729 hartree
- Largest force on an atom: 3.19 eV/A
- LUMO: 2.96 eV
- Frontier orbital gap: 4.94 eV

```
! wB97M-V def2-TZVPD RIJCOSX def2/J DEFGRID3
* xyz -1 1
C 2.288 -0.231 1.758
S 2.039 -0.897 0.160
C 2.038 0.566 -0.922
H 1.400 0.235 2.199
H 2.650 -0.988 2.467
H 3.098 0.518 1.793
H 1.831 0.314 -1.935
H 3.108 0.935 -0.854
H 1.423 1.331 -0.479
C -2.624 0.494 -0.786
C -2.276 -0.914 -0.377
S -3.290 -1.542 1.000
H -2.857 1.207 0.014
H -1.847 0.997 -1.425
H -3.481 0.562 -1.478
H -2.307 -1.716 -1.119
H -1.195 -0.870 -0.015
*
```

---

Values of ΔE to the lowest compared entry with this formula, charge and spin, in order: 495.23, 196.69, 197.68, 97.17, all in kJ/mol.